Density functional theory data (the ωB97M-V functional and the def2-TZVPD basis) for a structure of composition C34H21Br2Cl5N3O4SeW at a distorted geometry.

Values from the calculation:
Energy relative to the best compared isomer or geometry (same formula, charge and spin) in kJ/mol: 97.1
<S²>: 2.039
HOMO-LUMO gap (alpha / beta) in eV: 3.719 / 4.845
2S+1: 3
HOMO energy (alpha / beta) in eV: -3.0 / -4.1
LUMO (alpha / beta) in eV: 0.71 / 0.73
Charge: -1

CARTESIAN COORDINATES (ANGSTROEM)
W  -0.21245  1.15095  1.14913
Br  3.63529  1.33922  -2.27839
C  3.71905  1.19192  -0.39398
C  4.97124  1.16181  0.20524
C  5.06229  1.08815  1.57776
Br  6.79532  1.04648  2.35392
C  3.91721  1.06035  2.39702
C  3.90742  1.00576  3.81379
C  2.67339  1.00270  4.47582
C  1.48812  1.04365  3.79042
N  1.45623  1.08546  2.41229
C  2.67152  1.09883  1.73778
C  2.55528  1.14382  0.34265
O  1.31839  1.15747  -0.17979
H  5.85962  1.19975  -0.40619
H  4.83363  0.97449  4.36598
H  2.63976  0.96557  5.55608
H  0.52658  1.04312  4.27578
O  -0.86789  2.22334  2.32944
Se  -1.26424  -0.64588  2.93954
C  -2.03605  -2.04793  3.98339
C  -3.40353  -2.10016  4.25840
C  -3.90046  -3.14055  5.02158
N  -3.16696  -4.12428  5.53063
C  -1.86876  -4.06888  5.26719
C  -1.25949  -3.07798  4.51570
H  -4.06293  -1.33124  3.87812
H  -4.96652  -3.18144  5.23764
H  -1.26266  -4.87202  5.68332
H  -0.19050  -3.09869  4.34547
C  -2.17789  1.92425  -4.63078
O  -1.85303  0.56779  -4.98093
C  -0.58512  0.20227  -4.59368
C  0.54700  0.70545  -5.20576
C  1.79201  0.23703  -4.82544
C  1.90221  -0.74517  -3.85029
C  0.77534  -1.25656  -3.24303
C  -0.46952  -0.76613  -3.61129
N  -1.69391  -1.33229  -3.14086
C  -1.89453  -2.11651  -2.12217
C  -1.00754  -2.42351  -1.05759
C  -0.69816  -3.80076  -0.89282
C  0.15957  -4.20525  0.08830
C  0.68406  -3.23596  0.97144
C  0.31631  -1.92321  0.87727
C  -0.55134  -1.45710  -0.15952
O  -0.96675  -0.21451  -0.23493
H  -1.63037  2.62859  -5.25756
H  -1.94439  2.09835  -3.58105
H  -3.24278  2.04758  -4.79726
H  0.44617  1.45058  -5.98274
H  2.68179  0.63658  -5.29180
H  2.87324  -1.10801  -3.54954
H  0.87137  -2.02432  -2.49080
H  -2.48942  -1.07050  -3.71348
H  -2.86558  -2.60729  -2.12943
H  -1.11620  -4.52496  -1.58307
H  0.42298  -5.24873  0.19143
H  1.34765  -3.53232  1.77303
H  0.65443  -1.22508  1.63802
Cl  -3.40913  1.25634  0.11097
C  -2.43426  2.56302  -0.52630
C  -1.08493  2.62605  -0.18225
C  -0.33410  3.70315  -0.68779
Cl  1.35589  3.91285  -0.25191
C  -0.92077  4.66002  -1.50808
Cl  0.01080  5.97417  -2.12416
C  -2.27204  4.57449  -1.81745
Cl  -3.00580  5.77305  -2.82044
C  -3.03558  3.53343  -1.31691
Cl  -4.72563  3.44933  -1.67507

The computed Löwdin charges, all in e, follow: atom 1 (W): 1.464, atom 2 (Br): 0.849, atom 3 (C): -0.601, atom 4 (C): -0.200, atom 5 (C): -0.630, atom 6 (Br): 0.722, atom 7 (C): -0.210, atom 8 (C): -0.067, atom 9 (C): -0.081, atom 10 (C): -0.162, atom 11 (N): -0.114, atom 12 (C): -0.166, atom 13 (C): -0.435, atom 14 (O): -0.323, atom 15 (H): 0.084, atom 16 (H): 0.061, atom 17 (H): 0.099, atom 18 (H): 0.057, atom 19 (O): -0.500, atom 20 (Se): 0.762, atom 21 (C): -0.621, atom 22 (C): -0.136, atom 23 (C): -0.192, atom 24 (N): 0.019, atom 25 (C): -0.193, atom 26 (C): -0.132, atom 27 (H): 0.088, atom 28 (H): 0.092, atom 29 (H): 0.092, atom 30 (H): 0.087, atom 31 (C): -0.027, atom 32 (O): -0.111, atom 33 (C): -0.245, atom 34 (C): 0.007, atom 35 (C): -0.108, atom 36 (C): -0.143, atom 37 (C): 0.022, atom 38 (C): -0.117, atom 39 (N): 0.180, atom 40 (C): 0.039, atom 41 (C): -0.187, atom 42 (C): -0.058, atom 43 (C): -0.091, atom 44 (C): -0.061, atom 45 (C): -0.127, atom 46 (C): -0.372, atom 47 (O): -0.305, atom 48 (H): 0.093, atom 49 (H): 0.092, atom 50 (H): 0.094, atom 51 (H): 0.123, atom 52 (H): 0.104, atom 53 (H): 0.083, atom 54 (H): 0.121, atom 55 (H): 0.166, atom 56 (H): 0.156, atom 57 (H): 0.109, atom 58 (H): 0.097, atom 59 (H): 0.110, atom 60 (H): 0.003, atom 61 (Cl): 0.690, atom 62 (C): -0.672, atom 63 (C): -0.288, atom 64 (C): -0.620, atom 65 (Cl): 0.745, atom 66 (C): -0.713, atom 67 (Cl): 0.658, atom 68 (C): -0.728, atom 69 (Cl): 0.648, atom 70 (C): -0.730, atom 71 (Cl): 0.649